Record 1
DFT (ωB97M-V/def2-TZVPD) results for a gas-phase ion, C3H7IN (charge +1).

```
! wB97M-V def2-TZVPD RIJCOSX def2/J DEFGRID3
* xyz 1 1
C -1.1526 0.9305 -0.2533
N 0.1180 0.4052 0.2208
C 0.1477 -1.0461 0.5847
C 1.0840 -0.7026 -0.4885
I 3.0473 0.0060 -0.1747
H -1.6767 0.2570 -0.8815
H -1.7974 1.0826 0.6598
H -0.8837 1.8555 -0.8141
H 0.4535 0.9835 0.9409
H -0.7574 -1.6614 0.3979
H 0.5765 -1.2929 1.5819
H 0.8408 -0.8174 -1.7740
*
```

HOMO-LUMO gap   10.19 eV
Energy relative to the best compared isomer or geometry (same formula, charge and spin)   246.3 kJ/mol
SMILES   C[N@H+]1C[C@@H]1I
Energy   -470.60948 a.u.
Molecular weight   184.0 g/mol
HOMO energy   -14.23 eV
LUMO level   -4.039 eV

The net atomic charges from Mulliken, expressed in e, are: -0.91, -0.04, -0.41, -0.19, 0.26, 0.38, 0.34, 0.32, 0.34, 0.27, 0.27, 0.37

---

Record 2
DFT (ωB97M-V/def2-TZVPD) results for 2 unconnected molecules or ions with the total composition C4H4N2O.

```
! wB97M-V def2-TZVPD RIJCOSX def2/J DEFGRID3
* xyz 0 1
C 0.3142 -1.3600 0.3226
N 0.7478 -2.0301 1.2831
C 1.0242 -0.5107 1.2275
H -0.2563 -1.4193 -0.6016
H 2.0261 -0.1700 0.9759
H 0.4666 0.1466 1.8916
N -2.8413 1.1378 -0.5699
C -1.7120 1.0687 -0.8084
C -0.2804 1.0383 -1.1573
O 0.5634 1.4379 -0.3986
H -0.0523 0.6609 -2.1650
*
```

HOMO-LUMO gap   9.23 eV
Energy relative to the best compared isomer or geometry (same formula, charge and spin)   392.6 kJ/mol
SMILES   C1=NC1.N#CC=O
Energy   -339.43214 a.u.
Molecular weight   96.1 g/mol
HOMO energy   -10.34 eV
LUMO level   -1.109 eV

The net atomic charges from Mulliken, expressed in e, are: 0.12, -0.48, -0.41, 0.30, 0.24, 0.26, -0.30, 0.40, -0.11, -0.37, 0.35

---

Record 3
DFT (ωB97M-V/def2-TZVPD) results for a gas-phase ion, C3H5N2S (charge -1).

```
! wB97M-V def2-TZVPD RIJCOSX def2/J DEFGRID3
* xyz -1 1
C -0.2736 -2.7690 1.1627
C 0.2591 -1.8362 0.4148
C -0.2787 1.5781 -0.0832
N 0.0191 0.2315 -0.4475
N 0.0879 -0.5365 0.6211
S 0.0974 0.0992 2.1155
H 0.0485 -3.8305 1.0163
H 0.9155 -2.1127 -0.5385
H 0.3414 1.9638 0.7579
H -0.2633 2.2720 -1.0553
H -1.3234 1.5738 0.2964
*
```

HOMO-LUMO gap (spin up / spin down)   6.03 / 6.03 eV
Energy relative to the best compared isomer or geometry (same formula, charge and spin)   260.5 kJ/mol
Energy   -624.85522 a.u.
Molecular weight   101.2 g/mol
HOMO energy (spin up / spin down)   -2.24 / -2.24 eV
LUMO level (spin up / spin down)   3.788 / 3.789 eV

The net atomic charges from Mulliken, expressed in e, are: -0.66, -0.09, -0.69, -0.71, 0.52, -0.43, 0.02, 0.25, 0.26, 0.23, 0.29

---

Record 4
DFT (ωB97M-V/def2-TZVPD) results for a single C4H12N2O molecule.

```
! wB97M-V def2-TZVPD RIJCOSX def2/J DEFGRID3
* xyz 0 1
C 1.3934 1.1803 -0.2367
N 0.5812 0.2526 0.5379
C 1.2880 -0.9981 0.7408
C -1.0049 0.0738 0.1028
C -1.2390 0.3191 -1.3800
N -1.5904 -1.1490 0.5103
O -1.4251 1.1088 0.8929
H 2.3208 1.4004 0.2979
H 0.8350 2.1033 -0.3771
H 1.6724 0.7746 -1.2188
H 1.4386 -1.5480 -0.1996
H 2.2692 -0.8084 1.1819
H 0.7606 -1.6271 1.4564
H -2.3100 0.2535 -1.5632
H -0.9550 1.3335 -1.6436
H -0.6967 -0.4053 -1.9874
H -1.4400 -1.3572 1.4875
H -1.3993 -1.9372 -0.0907
H -0.4989 1.0303 1.4886
*
```

HOMO-LUMO gap   9.73 eV
Energy relative to the best compared isomer or geometry (same formula, charge and spin)   194.4 kJ/mol
SMILES   CN(C)[C@@](C)(N)O
Energy   -344.31097 a.u.
Molecular weight   104.2 g/mol
HOMO energy   -8.85 eV
LUMO level   0.879 eV

The net atomic charges from Mulliken, expressed in e, are: -1.05, -0.07, -1.02, 0.77, -1.49, -0.59, -0.67, 0.34, 0.31, 0.32, 0.32, 0.31, 0.33, 0.43, 0.34, 0.34, 0.26, 0.23, 0.59

---

Record 5
DFT (ωB97M-V/def2-TZVPD) results for 2 unconnected molecules or ions with the total composition C39H44F4N2P.

```
! wB97M-V def2-TZVPD RIJCOSX def2/J DEFGRID3
* xyz 1 1
F -3.9105 -0.6241 -5.5866
C -2.7161 -1.1846 -5.1955
C -2.5327 -2.5545 -5.4857
C -1.2649 -3.0533 -5.1347
F -1.0261 -4.3837 -5.4300
C -0.2688 -2.3059 -4.5192
C -0.5631 -1.0001 -4.1063
C 0.4546 -0.2131 -3.2712
C 0.8686 1.0882 -3.9471
C 2.1362 1.2328 -4.5029
C 2.5143 2.4563 -5.0424
F 3.8143 2.6526 -5.4806
C 1.6506 3.5553 -5.1430
C 0.3453 3.3288 -4.6442
F -0.5430 4.3771 -4.7057
C -0.0682 2.1280 -4.0703
C -1.7493 -0.4104 -4.5796
H -3.3017 -3.1585 -5.9505
H 0.7409 -2.7184 -4.4022
H 1.2710 -0.8254 -2.8409
H 2.8231 0.3879 -4.5503
H 1.9603 4.5105 -5.5537
H -1.0941 2.0497 -3.7492
H -1.9260 0.6623 -4.5445
C 4.5413 1.6127 -0.0584
C 3.0493 1.8361 -0.2914
C 2.8513 2.5988 -1.5861
C 2.3947 2.6314 0.8263
C 2.8311 3.9517 1.0520
C 2.3476 4.6696 2.1450
C 1.3948 4.0722 2.9616
C 0.9098 2.7709 2.6993
C -0.0607 2.1612 3.7045
C -1.1219 3.1599 4.1673
C 0.6823 1.6131 4.9174
C 1.3613 2.0740 1.5583
N 0.9614 0.7277 1.2441
P -0.1028 0.0613 0.1066
H 0.0666 0.0222 -2.3080
N -0.3786 -1.2265 1.1706
C -1.5000 -2.1006 1.4061
C -1.6251 -3.2224 0.6074
C -0.6146 -3.4794 -0.4943
C -1.3585 -3.5131 -1.8116
C 0.1412 -4.7912 -0.3056
C -2.7014 -4.1218 0.7578
C -3.5655 -3.9976 1.8441
C -3.3780 -2.9387 2.7240
C -2.3403 -1.9967 2.5339
C -2.1534 -0.9201 3.5953
C -1.4122 -1.4695 4.8086
C -3.4827 -0.3130 4.0434
C 0.6963 -1.3755 2.0197
C 1.4586 -0.2624 2.0596
H 4.7462 1.1335 0.9079
H 4.9531 0.9861 -0.8538
H 5.0727 2.5673 -0.0956
H 2.5592 0.8568 -0.3704
H 1.7841 2.7622 -1.7829
H 3.3506 3.5729 -1.5313
H 3.2787 2.0651 -2.4291
H 3.5501 4.4025 0.3878
H 2.7290 5.6725 2.3745
H 1.0142 4.6237 3.8296
H -0.5634 1.3356 3.1902
H -1.5873 3.6729 3.3161
H -1.9122 2.6547 4.7338
H -0.6757 3.9142 4.8285
H 1.4192 0.8492 4.6370
H 1.2071 2.4297 5.4363
H -0.0130 1.1509 5.6284
H 0.1136 -2.6570 -0.5154
H -1.8694 -2.5601 -1.9995
H -0.6830 -3.7148 -2.6349
H -2.1030 -4.3178 -1.8087
H 0.6458 -4.8468 0.6674
H -0.5489 -5.6356 -0.3915
H 0.8885 -4.9074 -1.0953
H -2.8436 -4.9143 0.0417
H -4.3610 -4.7346 2.0183
H -4.0476 -2.8340 3.5847
H -1.5498 -0.1314 3.1343
H -0.4245 -1.8675 4.5417
H -1.2569 -0.6866 5.5605
H -1.9997 -2.2760 5.2727
H -4.1010 -0.0253 3.1833
H -4.0448 -1.0327 4.6528
H -3.3164 0.5786 4.6578
H 0.7912 -2.2541 2.5897
H 2.2914 -0.0647 2.6722
*
```

HOMO-LUMO gap   6.64 eV
Energy   -2362.59349 a.u.
Molecular weight   647.8 g/mol
HOMO energy   -11.55 eV
LUMO level   -4.910 eV

The net atomic charges from Mulliken, expressed in e, are: -0.33, 0.24, -0.89, 0.75, -0.38, -0.78, 1.26, -0.22, 0.94, -0.75, 0.59, -0.36, -0.89, 0.01, -0.34, -0.43, -0.79, 0.52, 0.42, 0.80, 0.47, 0.51, 0.66, 0.36, -1.76, 1.12, -1.68, 0.57, -0.39, -1.53, -0.79, 0.48, 1.78, -1.67, -1.27, -0.57, 1.32, 0.00, -1.33, 1.30, -0.60, 0.55, 1.11, -1.62, -1.72, -0.35, -1.59, -0.82, 0.52, 1.85, -1.30, -1.68, -0.94, -0.93, 0.41, 0.45, 0.32, 0.03, 0.32, 0.40, 0.47, 0.41, 0.37, 0.26, -0.64, 0.41, 0.34, 0.40, 0.18, 0.41, 0.42, -0.06, 0.34, 0.40, 0.40, 0.43, 0.32, 0.45, 0.47, 0.37, 0.27, -0.67, 0.18, 0.42, 0.41, 0.42, 0.40, 0.34, 0.87, 0.85

---

Record 6
DFT (ωB97M-V/def2-TZVPD) results for a single C20H18N2OS molecule.

```
! wB97M-V def2-TZVPD RIJCOSX def2/J DEFGRID3
* xyz 0 1
S 2.6710 -1.6628 -0.7475
C 2.0092 -1.7517 0.7643
N 2.7457 -2.3757 1.7318
C 2.4056 -2.7498 3.0319
C 1.1143 -3.1343 3.3940
C 0.8445 -3.5075 4.6984
C 1.8473 -3.5171 5.6523
C 3.1383 -3.1685 5.2889
C 3.4184 -2.7897 3.9913
N 0.8399 -1.2004 1.1605
C -0.1495 -0.5480 0.4190
C -0.3400 -0.7317 -0.9439
C -1.3500 -0.0615 -1.6095
C -2.1983 0.8057 -0.9292
O -3.2425 1.4960 -1.4636
C -3.3342 1.7141 -2.8629
C -2.5400 2.9244 -3.2942
C -1.1501 2.9005 -3.3114
C -0.4347 4.0272 -3.6772
C -1.0971 5.1888 -4.0341
C -2.4808 5.2212 -4.0182
C -3.1963 4.0971 -3.6457
C -2.0247 0.9617 0.4483
C -1.0204 0.2944 1.1109
H 3.6968 -2.5673 1.4452
H 0.3312 -3.1848 2.6525
H -0.1589 -3.8043 4.9653
H 1.6283 -3.8081 6.6679
H 3.9316 -3.1907 6.0209
H 4.4250 -2.5195 3.7070
H 0.7209 -1.1161 2.1639
H 0.3023 -1.3966 -1.4953
H -1.4620 -0.2404 -2.6676
H -3.0298 0.8263 -3.4278
H -4.3993 1.8873 -3.0430
H -0.6188 2.0031 -3.0329
H 0.6448 3.9941 -3.6847
H -0.5370 6.0662 -4.3222
H -3.0047 6.1249 -4.2932
H -4.2764 4.1288 -3.6292
H -2.6968 1.6175 0.9783
H -0.9007 0.4301 2.1771
*
```

HOMO-LUMO gap   8.45 eV
Energy relative to the best compared isomer or geometry (same formula, charge and spin)   81.3 kJ/mol
SMILES   S=C(Nc1ccccc1)Nc1ccc(OCc2ccccc2)cc1
Energy   -1355.87525 a.u.
Molecular weight   334.4 g/mol
HOMO energy   -7.84 eV
LUMO level   0.602 eV

The net atomic charges from Mulliken, expressed in e, are: -0.45, 0.18, -0.13, 0.39, -0.20, -0.64, -0.49, -0.53, -0.54, -0.18, 0.86, -0.64, -0.68, 0.66, -0.44, -0.95, 0.86, -0.08, -0.67, -0.40, -0.55, -0.55, -0.73, -0.50, 0.28, 0.55, 0.37, 0.39, 0.36, 0.36, 0.27, 0.28, 0.29, 0.27, 0.37, 0.39, 0.39, 0.37, 0.37, 0.32, 0.43, 0.33